Record 1
{"formula": "C4H11NOS", "method": "ωB97M-V/def2-TZVPD", "species": ["N", "C", "C", "O", "C", "C", "S", "H", "H", "H", "H", "H", "H", "H", "H", "H", "H", "H"], "xyz": [[-1.650, 1.092, -0.591], [-0.400, 0.608, -0.153], [0.375, 0.258, -1.442], [0.759, 1.389, -2.131], [-0.677, -0.641, 0.707], [0.413, -0.968, 1.757], [2.122, -0.452, 1.210], [-2.084, 0.468, -1.255], [-1.431, 2.009, -1.001], [0.255, 1.318, 0.413], [1.061, -0.537, -1.191], [-0.250, -0.491, -1.963], [0.073, 1.969, -1.909], [-0.614, -1.579, 0.105], [-1.770, -0.827, 1.076], [0.254, -0.380, 2.635], [0.428, -2.112, 1.909], [3.138, -1.125, 1.823]], "forces_ev_per_angstrom": [[-1.010, 3.036, 0.577], [0.938, -2.015, 0.071], [-0.676, -2.978, 1.523], [1.851, -1.443, -0.596], [0.145, -2.404, -0.377], [0.419, -1.739, 0.290], [0.261, 0.517, -0.834], [0.106, 0.086, -0.264], [-1.248, -0.436, -0.106], [-1.079, -0.052, -0.298], [2.029, 0.974, 0.003], [-0.912, 0.943, -0.771], [-1.319, 1.903, -0.092], [0.002, 0.793, -0.625], [2.027, 1.281, -0.021], [-0.229, -0.183, 0.882], [-0.121, 2.001, 0.299], [-1.181, -0.284, 0.340]], "lowdin_charge": [0.03, -0.46, -0.32, 0.01, -0.23, -0.50, 0.70, 0.09, 0.08, 0.14, 0.07, 0.12, 0.03, 0.10, 0.15, 0.04, 0.10, -0.15], "e_above_lowest_kcal_mol": 66.45, "gap_ev": 9.76, "total_energy_ha": -687.1034, "e_homo_ev": -9.0, "multiplicity": 1}



Record 2
{"formula": "C3H10NOS", "method": "ωB97M-V/def2-TZVPD", "species": ["C", "C", "S", "C", "N", "H", "H", "H", "H", "H", "H", "H", "H", "H", "H", "O"], "xyz": [[-1.544, -0.161, -0.462], [-1.328, 0.296, 1.011], [0.241, 0.718, 1.735], [-0.804, -1.479, -0.673], [0.392, -1.304, -1.720], [-0.960, 0.502, -1.100], [-2.592, -0.345, -0.675], [-1.718, -0.592, 1.560], [-1.941, 1.196, 1.191], [-1.436, -2.204, -1.164], [-0.511, -1.709, 0.285], [0.056, -1.147, -2.692], [0.736, -0.410, -1.393], [2.323, 1.244, -0.317], [1.999, 0.264, -0.907], [2.437, 1.113, -1.221]], "forces_ev_per_angstrom": [[1.822, -0.012, 0.689], [-1.834, -0.286, -0.059], [1.403, -0.121, -0.512], [0.296, 1.138, -4.443], [-1.329, -0.466, 1.743], [-1.050, 0.740, -0.375], [-0.271, 0.750, -0.242], [-0.272, 0.723, 0.212], [-0.373, -0.634, -0.042], [-0.233, -0.529, 0.354], [1.607, -1.487, 1.729], [-0.153, -0.059, 1.211], [0.051, -0.029, -0.615], [0.287, 2.954, 3.554], [0.752, -0.042, -2.127], [-0.700, -2.640, -1.078]], "lowdin_charge": [-0.29, -0.83, 0.18, -0.25, -0.02, 0.09, 0.09, 0.03, 0.02, 0.08, 0.04, 0.06, -0.03, -0.07, 0.01, -0.11], "e_above_lowest_kcal_mol": 47.09, "gap_ev": 6.82, "total_energy_ha": -648.4565, "e_homo_ev": -2.7, "charge": -1, "multiplicity": 1}



Record 3
{"formula": "C32H27Cl4N5O2PSV", "method": "ωB97M-V/def2-TZVPD", "species": ["V", "Cl", "C", "C", "C", "C", "C", "Cl", "C", "S", "H", "H", "H", "O", "C", "O", "C", "P", "C", "C", "C", "C", "C", "C", "C", "C", "C", "C", "C", "C", "H", "H", "H", "H", "H", "H", "H", "H", "H", "H", "H", "H", "Cl", "C", "Cl", "H", "H", "N", "N", "N", "C", "N", "N", "H", "H", "H", "C", "C", "C", "C", "C", "C", "C", "C", "C", "C", "H", "H", "H", "H", "H", "H", "H"], "xyz": [[0.598, -1.091, 0.236], [-0.151, 1.123, 1.130], [-0.476, 1.862, 2.704], [-0.469, 3.245, 2.672], [-0.706, 3.960, 3.831], [-0.902, 3.260, 5.013], [-0.886, 1.875, 5.021], [-1.095, 1.103, 6.570], [-0.721, 1.070, 3.853], [-0.837, -0.645, 3.841], [-0.274, 3.756, 1.736], [-0.730, 5.043, 3.815], [-1.064, 3.788, 5.945], [3.148, 2.283, -0.870], [2.403, 1.326, -1.015], [2.360, 0.255, -0.269], [1.401, 1.331, -2.179], [0.505, -0.260, -2.114], [1.623, -1.333, -3.156], [2.903, -1.642, -2.679], [3.701, -2.579, -3.326], [3.244, -3.225, -4.468], [1.996, -2.896, -4.979], [1.193, -1.961, -4.329], [-0.887, -0.054, -3.301], [-0.951, 0.982, -4.229], [-2.017, 1.071, -5.123], [-3.029, 0.120, -5.102], [-2.975, -0.920, -4.181], [-1.916, -1.003, -3.287], [1.942, 1.446, -3.112], [0.720, 2.169, -2.061], [3.268, -1.153, -1.782], [4.678, -2.816, -2.921], [3.855, -3.978, -4.957], [1.637, -3.371, -5.885], [0.221, -1.727, -4.747], [-0.164, 1.727, -4.275], [-2.053, 1.890, -5.831], [-3.857, 0.191, -5.799], [-3.767, -1.659, -4.150], [-1.877, -1.807, -2.562], [4.433, -2.166, 1.103], [3.557, -0.960, 2.089], [1.825, -1.347, 2.357], [3.596, -0.015, 1.571], [4.014, -0.950, 3.067], [-0.463, -5.276, -2.483], [0.252, -4.533, -1.560], [1.123, -5.081, -0.745], [1.514, -4.025, -0.058], [0.885, -2.899, -0.471], [0.082, -3.263, -1.441], [-1.293, -5.620, -2.018], [-0.728, -4.637, -3.220], [2.247, -4.059, 0.730], [-2.594, -5.403, 2.590], [-1.277, -4.910, 2.743], [-0.891, -3.769, 2.093], [-1.768, -3.028, 1.254], [-1.338, -1.813, 0.584], [-2.342, -1.162, -0.111], [-3.671, -1.645, -0.247], [-4.040, -2.820, 0.335], [-3.096, -3.532, 1.124], [-3.476, -4.725, 1.797], [-2.905, -6.296, 3.121], [-0.576, -5.428, 3.391], [0.109, -3.391, 2.261], [-2.121, -0.220, -0.601], [-4.392, -1.079, -0.834], [-5.051, -3.208, 0.234], [-4.498, -5.078, 1.688]], "forces_ev_per_angstrom": [[0.474, 2.415, 0.654], [-0.397, 0.716, 0.049], [0.039, -0.003, 0.271], [0.052, -0.051, -0.201], [-0.033, 0.106, 0.078], [0.013, -0.136, 0.072], [0.010, 0.073, -0.224], [-0.042, -0.033, -0.064], [0.036, -0.025, -0.021], [-0.077, 0.215, 0.076], [-0.023, -0.068, 0.059], [0.039, -0.090, 0.018], [0.005, -0.060, -0.040], [-0.041, -0.250, -0.011], [0.082, -0.427, 0.622], [-0.043, 0.270, -0.362], [-0.049, -0.262, 0.202], [-0.097, -0.071, -1.327], [-0.012, -0.164, 0.107], [-0.016, 0.036, 0.000], [-0.089, 0.056, 0.012], [-0.033, 0.023, -0.006], [-0.025, 0.076, 0.087], [0.034, 0.027, 0.049], [-0.092, -0.006, 0.085], [-0.072, 0.017, -0.108], [0.058, -0.031, 0.116], [0.073, 0.050, 0.002], [0.042, 0.033, 0.005], [0.104, 0.011, -0.026], [0.067, 0.112, -0.146], [-0.096, 0.114, 0.061], [-0.042, -0.101, 0.004], [-0.022, 0.030, -0.007], [-0.037, 0.087, 0.030], [-0.001, 0.017, 0.038], [0.027, -0.031, 0.045], [-0.050, -0.036, 0.036], [0.003, -0.032, 0.001], [0.046, -0.003, 0.056], [0.040, 0.011, 0.020], [-0.034, 0.025, 0.006], [-0.202, 0.107, 0.090], [-0.092, -0.320, -0.169], [0.720, -0.123, 0.611], [-0.041, 0.124, -0.176], [0.010, 0.014, 0.114], [0.219, -0.193, -0.050], [-0.215, -0.713, -0.369], [0.072, 0.108, 0.009], [0.084, 0.218, 0.092], [0.767, -1.949, -0.631], [0.010, 0.180, 0.132], [-0.190, -0.022, 0.050], [-0.043, 0.092, -0.088], [-0.086, 0.075, -0.033], [0.138, 0.059, 0.022], [-0.070, -0.054, -0.023], [-0.025, 0.033, -0.020], [-0.111, 0.024, -0.152], [-0.993, -0.494, 0.171], [-0.120, -0.164, 0.188], [0.134, 0.122, -0.017], [-0.006, -0.075, 0.064], [0.017, -0.035, -0.013], [0.039, 0.102, -0.048], [0.017, 0.014, -0.040], [-0.079, 0.051, -0.050], [0.000, 0.062, -0.014], [-0.004, 0.086, -0.050], [0.079, -0.021, 0.063], [0.096, 0.026, 0.024], [0.053, 0.028, -0.001]], "lowdin_charge": [0.23, 0.78, -0.58, -0.15, -0.13, -0.15, -0.69, 0.60, -0.79, 0.48, 0.10, 0.09, 0.09, 0.03, -0.72, -0.27, -0.24, 1.06, -0.32, -0.09, -0.08, -0.10, -0.10, -0.09, -0.36, -0.08, -0.09, -0.10, -0.08, -0.12, 0.09, 0.09, 0.08, 0.10, 0.10, 0.10, 0.09, 0.10, 0.10, 0.10, 0.10, 0.08, 0.52, -0.87, 0.62, 0.02, 0.03, 0.14, -0.26, 0.16, -0.17, -0.11, 0.11, 0.10, 0.09, 0.09, -0.11, -0.09, -0.09, -0.20, -0.24, -0.18, -0.10, -0.07, -0.18, -0.06, 0.09, 0.10, 0.05, 0.06, 0.10, 0.10, 0.10], "e_above_lowest_kcal_mol": 44.24, "gap_ev": [5.97, 5.97], "total_energy_ha": -5184.2328, "e_homo_ev": [-3.8, -3.8], "charge": -1, "s2": 3.768, "multiplicity": 4}



Record 4
{"formula": "C4H6ClNS", "method": "ωB97M-V/def2-TZVPD", "species": ["C", "C", "Cl", "C", "C", "S", "N", "H", "H", "H", "H", "H", "H"], "xyz": [[-1.515, 0.271, 0.591], [-0.210, -0.368, 0.176], [-0.443, -2.261, -0.182], [0.258, 0.123, -1.120], [1.546, 0.500, -1.158], [2.356, 0.310, 0.420], [0.874, -0.182, 1.154], [-1.791, 0.205, 1.737], [-2.280, -0.195, -0.046], [-1.434, 1.384, 0.504], [-0.300, -0.090, -1.956], [1.972, 1.216, -1.963], [0.967, -0.913, 1.843]], "forces_ev_per_angstrom": [[-0.865, 0.237, 2.233], [1.179, -0.575, 1.173], [-0.276, 0.402, 0.516], [2.454, 0.228, 1.164], [0.194, 1.863, -0.058], [-0.460, 0.082, -0.958], [-0.882, 0.505, -0.957], [0.649, -0.644, -2.275], [-0.161, 0.639, 0.389], [-0.031, -0.958, -0.568], [-1.459, 0.286, -1.816], [-0.355, -1.948, 1.321], [0.011, -0.117, -0.164]], "lowdin_charge": [-0.10, -0.84, 0.48, -0.26, -0.37, 0.87, -0.34, 0.12, 0.07, 0.10, 0.08, 0.11, 0.07], "e_above_lowest_kcal_mol": 26.44, "gap_ev": 8.71, "total_energy_ha": -1069.0965, "e_homo_ev": -8.0, "multiplicity": 1}



Record 5
{"formula": "C21H25N3O5", "method": "ωB97M-V/def2-TZVPD", "species": ["C", "C", "C", "C", "C", "O", "N", "C", "C", "C", "C", "C", "C", "C", "N", "C", "O", "C", "C", "C", "C", "O", "O", "C", "N", "C", "C", "C", "O", "H", "H", "H", "H", "H", "H", "H", "H", "H", "H", "H", "H", "H", "H", "H", "H", "H", "H", "H", "H", "H", "H", "H", "H", "H"], "xyz": [[-5.219, 1.559, -0.166], [-4.004, 1.499, 0.747], [-2.758, 1.885, 0.244], [-1.630, 1.851, 1.081], [-0.253, 2.213, 0.565], [0.613, 2.709, 1.285], [-0.011, 1.898, -0.718], [1.301, 1.965, -1.369], [2.347, 0.981, -0.753], [3.662, 0.857, -1.598], [4.285, 2.218, -1.972], [4.714, -0.008, -0.853], [4.136, -1.346, -0.355], [2.818, -1.132, 0.421], [1.893, -0.421, -0.490], [1.098, -1.122, -1.356], [0.747, -0.678, -2.449], [0.621, -2.425, -0.943], [0.018, -2.658, 0.366], [-0.463, -3.874, 0.708], [-0.398, -4.999, -0.234], [-0.781, -6.150, -0.053], [0.165, -4.706, -1.464], [0.639, -3.469, -1.797], [-1.724, 1.445, 2.380], [-2.936, 1.081, 2.858], [-4.105, 1.080, 2.086], [-5.441, 0.654, 2.697], [-5.318, -0.148, 3.858], [-6.036, 2.089, 0.323], [-5.009, 2.086, -1.098], [-5.565, 0.553, -0.405], [-2.670, 2.218, -0.780], [-0.708, 1.351, -1.197], [1.175, 1.774, -2.435], [1.674, 2.989, -1.300], [2.601, 1.417, 0.216], [3.401, 0.334, -2.522], [4.492, 2.821, -1.087], [5.226, 2.089, -2.510], [3.632, 2.798, -2.625], [5.598, -0.164, -1.473], [5.074, 0.550, 0.014], [3.971, -2.027, -1.192], [4.861, -1.843, 0.290], [2.410, -2.034, 0.876], [2.982, -0.482, 1.283], [-0.060, -1.840, 1.074], [-0.913, -4.027, 1.676], [1.016, -3.428, -2.812], [-2.958, 0.771, 3.893], [-6.008, 1.554, 2.938], [-6.013, 0.086, 1.961], [-6.193, -0.398, 4.164]], "forces_ev_per_angstrom": [[0.231, 0.041, 0.418], [-0.201, 0.130, -0.191], [0.261, -0.218, 0.961], [-1.126, -0.641, 0.929], [1.250, 0.350, 1.450], [-0.781, -0.276, -0.488], [-0.058, -0.511, -1.237], [0.002, -0.446, 0.225], [0.589, -0.213, -0.760], [0.224, 0.392, 0.111], [-0.324, -0.247, 0.052], [-0.755, 0.012, 0.275], [0.059, 0.039, 0.383], [0.399, 0.676, -0.367], [-0.543, 0.099, 0.577], [0.609, 1.803, -0.880], [0.062, 0.160, 0.223], [-0.696, -1.831, 1.051], [0.151, -0.391, -0.337], [0.215, 0.192, -0.529], [-0.644, -1.625, 0.649], [0.684, 2.219, -0.236], [0.326, 0.724, -0.384], [-0.348, -0.283, 0.577], [-0.476, 0.273, -0.929], [0.742, 0.400, -1.122], [0.193, -0.257, 0.302], [-0.065, 0.030, -0.399], [0.762, 0.095, 0.087], [-0.075, -0.048, 0.014], [0.136, -0.106, 0.078], [-0.058, -0.021, -0.035], [-0.055, 0.067, -0.062], [0.091, -0.070, -0.040], [-0.200, -0.193, 0.196], [0.165, -0.175, 0.354], [-0.039, -0.250, 0.128], [-0.139, -0.009, -0.050], [-0.014, -0.014, 0.091], [0.013, -0.129, 0.044], [-0.050, 0.007, 0.017], [-0.138, -0.086, -0.173], [-0.051, 0.140, 0.140], [-0.197, 0.006, -0.094], [0.069, 0.000, 0.083], [-0.121, -0.145, -0.576], [0.132, 0.186, -0.080], [0.071, 0.055, -0.095], [-0.076, -0.245, -0.038], [-0.033, -0.038, 0.125], [-0.040, -0.049, 0.020], [-0.119, 0.204, -0.075], [-0.010, 0.127, -0.291], [0.000, 0.091, -0.089]], "lowdin_charge": [-0.04, -0.20, 0.02, -0.17, -0.44, 0.06, 0.08, -0.11, -0.19, -0.30, -0.06, -0.16, -0.15, -0.12, 0.01, -0.43, 0.07, -0.13, 0.00, 0.03, -0.42, 0.09, 0.09, 0.01, 0.13, -0.06, -0.13, -0.21, -0.06, 0.08, 0.08, 0.09, 0.11, 0.12, 0.12, 0.12, 0.14, 0.14, 0.09, 0.08, 0.07, 0.11, 0.12, 0.11, 0.11, 0.11, 0.13, 0.13, 0.12, 0.15, 0.11, 0.13, 0.12, 0.09], "e_above_lowest_kcal_mol": 54.33, "gap_ev": 9.25, "total_energy_ha": -1355.7136, "e_homo_ev": -9.2, "multiplicity": 1}